# 1
{
  "formula": "CH5NOS",
  "method": "wB97M-V/def2-TZVPD",
  "spin_multiplicity": 1,
  "largest_force_ha_per_bohr": 0.08236,
  "e_tot_ev": -15486.94368,
  "symbols": ["C", "N", "O", "S", "H", "H", "H", "H", "H"],
  "positions_angstrom": [[0.313405, -0.831058, -0.497764], [-1.471266, 0.861566, 0.010764], [1.802645, 0.198659, 0.934854], [-1.040494, -0.782600, 0.468178], [0.266053, -0.230324, -1.392193], [0.910640, -1.766735, -0.595842], [-2.347065, 1.058973, 0.321595], [-0.840513, 1.631783, 0.454801], [2.406597, -0.140266, 0.295603]],
  "forces_ev_per_angstrom": [[1.94, -0.38, 1.22], [4.22, 0.38, 0.10], [-2.63, -0.79, -1.41], [-0.24, 1.48, -0.23], [0.30, 0.52, 0.17], [-0.70, 0.82, 0.47], [-3.34, 0.44, 0.99], [-0.92, -2.27, -0.76], [1.36, -0.20, -0.54]]
}

---

# 2
{
  "formula": "CH5NOS",
  "method": "wB97M-V/def2-TZVPD",
  "spin_multiplicity": 3,
  "largest_force_ha_per_bohr": 0.02774,
  "e_tot_ev": -15486.56857,
  "symbols": ["C", "N", "O", "S", "H", "H", "H", "H", "H"],
  "positions_angstrom": [[1.115189, 0.157079, -0.009275], [-1.200342, -0.586055, 0.504181], [2.112113, 1.047487, 0.321173], [-2.122471, 0.599565, -0.128799], [0.589310, 0.356613, -0.927622], [-1.718636, 0.434521, -1.409294], [1.361077, -0.859694, 0.238741], [-1.359449, -0.601029, 1.506273], [1.860996, 1.951391, 0.105593]],
  "forces_ev_per_angstrom": [[1.19, 0.74, -0.25], [-1.07, -0.27, -0.30], [0.15, -0.15, 0.16], [0.20, -0.31, 0.07], [-0.11, 0.02, -0.14], [-0.12, 0.07, 0.17], [0.03, -0.07, 0.13], [-0.15, 0.12, 0.27], [-0.11, -0.16, -0.12]]
}

---

# 3
{
  "formula": "CH5NOS2",
  "method": "wB97M-V/def2-TZVPD",
  "spin_multiplicity": 1,
  "largest_force_ha_per_bohr": 0.06962,
  "e_tot_ev": -26325.04676,
  "smiles": "NC=O.SS",
  "symbols": ["N", "C", "O", "H", "H", "H", "S", "S", "H", "H"],
  "positions_angstrom": [[-1.061105, 1.267436, -0.596294], [-1.960761, 2.135707, 0.011754], [-2.771158, 2.819832, -0.554963], [-1.220817, 0.458569, -1.123648], [-0.133811, 1.046953, -0.195351], [-1.548128, 2.382253, 1.174132], [2.629575, -3.192986, -0.403150], [1.164242, -2.041685, 0.686509], [3.085411, -3.887882, 0.681676], [1.816553, -0.988199, 0.319333]],
  "forces_ev_per_angstrom": [[1.79, -0.17, 0.99], [2.57, 1.67, 1.85], [-0.28, -1.20, 0.60], [-1.52, -0.64, -1.48], [-1.20, 0.89, 0.66], [-1.37, -0.56, -2.62], [-0.73, -0.12, 1.11], [0.40, -1.69, -0.58], [-0.13, 0.39, -0.51], [0.47, 1.44, -0.02]]
}

---

# 4
{
  "formula": "CH5NOS2",
  "method": "wB97M-V/def2-TZVPD",
  "spin_multiplicity": 1,
  "largest_force_ha_per_bohr": 0.10220,
  "e_tot_ev": -26322.02993,
  "symbols": ["C", "N", "O", "S", "S", "H", "H", "H", "H", "H"],
  "positions_angstrom": [[-1.509757, 0.577849, -0.266218], [0.116566, -1.557618, -0.499306], [1.508155, 0.695960, 0.700902], [-0.448295, -0.684454, 0.614644], [2.694578, 0.296478, -0.455756], [-1.652622, 0.240001, -1.396670], [-0.974594, 1.439885, -0.258440], [-2.437524, 0.686538, 0.175918], [0.827568, -2.154476, -0.113324], [1.875922, 0.459836, 1.498250]],
  "forces_ev_per_angstrom": [[0.83, -4.12, -3.15], [0.54, -0.32, -1.88], [0.19, 1.59, -3.55], [-2.23, 1.29, 1.04], [-1.12, -0.13, 0.52], [0.43, 0.49, 2.49], [1.59, 2.66, 0.06], [-1.79, 0.05, 1.13], [0.35, -0.60, 0.20], [1.20, -0.91, 3.13]]
}

---

# 5
{
  "formula": "CH5NOS2",
  "method": "wB97M-V/def2-TZVPD",
  "spin_multiplicity": 1,
  "largest_force_ha_per_bohr": 0.03669,
  "e_tot_ev": -26325.87359,
  "smiles": "NC=O.SS",
  "symbols": ["N", "C", "O", "H", "H", "H", "S", "S", "H", "H"],
  "positions_angstrom": [[-3.171464, 2.052894, 1.257799], [-2.185254, 1.879400, 0.302548], [-1.384570, 2.720740, 0.013888], [-3.114477, 2.925652, 1.759104], [-4.034315, 1.543396, 1.160875], [-2.214727, 0.809182, 0.001398], [2.649805, -1.401324, -0.717793], [0.684928, -1.652092, -0.006928], [2.307871, -1.248052, -2.003857], [1.107788, -2.511805, 0.927218]],
  "forces_ev_per_angstrom": [[0.76, 0.19, -0.47], [-1.13, -0.75, 1.31], [0.50, 0.01, -0.32], [-0.55, 0.08, -0.10], [0.09, 0.07, 0.31], [0.34, 0.40, -0.74], [-0.20, 0.22, 0.03], [0.43, 0.10, 0.00], [-0.04, -0.15, 0.00], [-0.20, -0.16, -0.02]]
}

---

# 6
{
  "formula": "CH5NP2",
  "method": "wB97M-V/def2-TZVPD",
  "spin_multiplicity": 1,
  "largest_force_ha_per_bohr": 0.08514,
  "e_tot_ev": -21182.52385,
  "symbols": ["C", "N", "P", "P", "H", "H", "H", "H", "H"],
  "positions_angstrom": [[0.442427, -0.850783, -0.239195], [-1.895548, 0.309546, -0.487049], [-3.343692, -0.190100, -0.562892], [-0.362429, 0.757258, -0.539588], [0.551070, -1.020252, 0.757016], [1.312809, -0.934049, -0.824426], [-0.138616, -1.607274, -0.521669], [2.039076, 1.923581, 1.447613], [1.394903, 1.612074, 0.970186]],
  "forces_ev_per_angstrom": [[0.48, 2.59, -0.98], [-0.80, -0.52, -0.30], [0.31, 0.27, 0.19], [0.04, 0.66, -0.22], [1.07, -0.18, 3.03], [1.48, 0.10, -0.30], [-2.76, -3.00, -1.59], [-2.11, -1.08, -1.59], [2.28, 1.18, 1.75]]
}

---

# 7
{
  "formula": "CH5O2",
  "method": "wB97M-V/def2-TZVPD",
  "spin_multiplicity": 1,
  "largest_force_ha_per_bohr": 0.03996,
  "e_tot_ev": -5212.61097,
  "total_charge": -1,
  "symbols": ["C", "O", "H", "H", "H", "H", "H", "O"],
  "positions_angstrom": [[-1.345765, 0.526829, 0.308953], [-0.554399, -0.183977, -0.539166], [-2.448634, 0.437581, 0.159196], [-1.216690, 0.094142, 1.365763], [-1.032035, 1.626316, 0.451054], [2.010599, -0.354561, 0.914567], [0.619515, -0.328489, -0.033667], [1.822128, -0.395518, -0.049662]],
  "forces_ev_per_angstrom": [[0.77, -0.19, 1.90], [-0.33, 0.06, 0.02], [0.36, 0.33, -0.40], [-0.31, 0.54, -0.45], [-0.63, -0.83, -0.40], [0.13, -0.08, -0.93], [0.74, 0.14, -1.59], [-0.73, 0.02, 1.85]]
}

---

# 8
{
  "formula": "CH5O2P",
  "method": "wB97M-V/def2-TZVPD",
  "spin_multiplicity": 1,
  "largest_force_ha_per_bohr": 0.05615,
  "e_tot_ev": -14495.23916,
  "symbols": ["C", "O", "O", "P", "H", "H", "H", "H", "H"],
  "positions_angstrom": [[0.448199, -1.101267, 1.549235], [-0.466889, -0.453442, 1.052378], [-1.734213, -0.528086, 1.431321], [-0.171696, 0.918308, -1.517809], [0.213023, -1.944468, 2.354939], [0.709097, 0.238209, -2.363735], [1.422461, -0.765000, 1.170206], [0.679180, 1.943398, -1.334869], [-1.099163, 1.692348, -2.341666]],
  "forces_ev_per_angstrom": [[0.31, -2.13, 1.92], [-0.32, 1.11, -0.20], [-0.41, -0.59, 0.27], [-1.85, -0.49, 0.16], [0.62, 1.98, -1.75], [-0.14, 0.14, -0.88], [-0.25, -0.63, 0.30], [1.07, 1.35, 0.25], [0.98, -0.75, -0.08]]
}